Record 1
The following is a quantum chemistry calculation of a cluster of 2 separate species, C2HCl4N3P in total at a distorted geometry, from the Open Molecules 2025 dataset.

The gap between HOMO and LUMO comes out at 8.7002 eV. The calculation puts the largest force on an atom at 3.16 eV Å⁻¹. As for the highest occupied orbital energy: -15.11 eV. The total charge is +1. Its LUMO energy is -6.4 eV. The value obtained for the energy above the lowest of the compared OMol25 structures with the same formula, charge and spin is 63.2 kcal per mole.

Each line ends with the Löwdin charge.
CARTESIAN COORDINATES (ANGSTROEM)
C 1.45 0.91 0.16  -0.8398
C 0.37 -1.17 -0.45  -0.8314
N 0.72 1.65 -0.63  -0.2174
N 1.27 -0.47 0.26  0.0589
N -0.72 -0.64 -1.09  -0.1671
P -0.57 1.02 -1.34  1.0016
Cl 2.47 1.67 1.30  0.8160
Cl 0.63 -2.84 -0.59  0.8397
Cl -2.01 -0.31 2.47  0.1138
Cl -2.02 1.38 1.17  0.0809
H -1.59 -1.20 -1.26  0.1448

Record 2
The following is a quantum chemistry calculation of a structure of composition C10H15Br2N4O2PtS at a distorted geometry, from the Open Molecules 2025 dataset.

The gap between HOMO and LUMO (alpha / beta) comes out at 6.4915 / 6.6084 eV. The calculation puts the largest force on an atom at 2.72 eV Å⁻¹. As for the highest occupied orbital energy (alpha / beta): -11.80 / -11.84 eV. The total charge is +1. Its LUMO energy (alpha / beta) is -5.3 / -5.2 eV. The value obtained for the energy above the lowest of the compared OMol25 structures with the same formula, charge and spin is 71.2 kcal per mole.

Each line ends with the Löwdin charge.
CARTESIAN COORDINATES (ANGSTROEM)
Pt 0.11 -0.48 0.21  0.8062
Br 2.26 0.46 2.07  0.6863
C 1.04 1.58 3.06  -0.9676
Br -0.65 1.75 2.15  0.7217
H 1.48 2.56 3.17  0.0137
H 0.86 1.10 4.02  0.0115
N 1.83 0.01 -1.43  -0.0732
N 1.27 0.86 -2.38  -0.0150
C -0.03 1.32 -2.20  -0.7908
O -0.65 1.69 -3.20  0.0081
O -0.45 1.31 -0.99  -0.2639
H 2.62 0.45 -0.97  0.0733
H 2.13 -0.87 -1.85  0.0996
H 1.60 0.81 -3.33  0.1489
N -2.86 0.20 -2.52  0.1857
C -2.52 -0.66 -1.60  -0.7265
S -1.00 -1.53 -1.80  0.7611
N -3.32 -0.97 -0.58  0.0799
C -4.68 -0.64 -0.37  -0.2180
C -5.57 -0.40 -1.41  -0.0312
C -6.90 -0.10 -1.13  -0.0560
C -7.35 -0.03 0.17  -0.0650
C -6.47 -0.31 1.21  -0.0613
C -5.15 -0.62 0.94  -0.0224
H -2.10 0.63 -3.08  0.0864
H -3.67 0.78 -2.38  0.1260
H -2.86 -1.46 0.17  0.0870
H -5.26 -0.51 -2.44  0.1138
H -7.58 0.08 -1.95  0.1160
H -8.38 0.21 0.38  0.1134
H -6.82 -0.30 2.24  0.1142
H -4.46 -0.85 1.76  0.1123
C -0.79 -1.62 1.39  -0.1802
H -0.43 -2.64 1.56  0.0131
H -1.47 -1.24 2.15  -0.0071

Record 3
The following is a quantum chemistry calculation of a structure of composition C22H13Cl2MnN4O2STe, from the Open Molecules 2025 dataset.

The gap between HOMO and LUMO (alpha / beta) comes out at 6.2938 / 6.1880 eV. Its spin multiplicity is 5. The calculation puts the largest force on an atom at 0.57 eV Å⁻¹. As for the highest occupied orbital energy (alpha / beta): -7.19 / -7.31 eV. Its LUMO energy (alpha / beta) is -0.9 / -1.1 eV. The value obtained for the energy above the lowest of the compared OMol25 structures with the same formula, charge and spin is 5.6 kcal per mole.

Each line ends with the Löwdin charge.
CARTESIAN COORDINATES (ANGSTROEM)
Mn -0.65 -0.20 0.46  0.6401
Cl 1.49 3.83 -4.55  0.6695
C 0.72 3.28 -3.10  -0.6744
C 0.68 1.91 -2.86  -0.0343
C 0.08 1.44 -1.71  -0.1948
N -0.08 0.08 -1.32  -0.0044
C -0.03 -0.96 -2.18  -0.4437
O 0.37 -0.99 -3.32  0.0903
C -0.61 -2.21 -1.55  -0.1607
C -0.70 -3.38 -2.27  0.0263
C -1.30 -4.48 -1.68  -0.0237
C -1.78 -4.36 -0.38  -0.0355
C -1.65 -3.15 0.27  -0.0976
N -1.08 -2.10 -0.31  0.0209
C -0.48 2.34 -0.79  -0.1837
C -0.45 3.69 -1.04  -0.0250
C 0.15 4.16 -2.20  -0.6751
Cl 0.16 5.87 -2.48  0.6721
N -1.01 1.69 0.35  0.0056
C -1.66 2.29 1.37  -0.4534
O -2.00 3.45 1.49  0.0807
C -1.92 1.29 2.48  -0.1624
C -2.39 1.70 3.71  0.0280
C -2.50 0.76 4.72  -0.0191
C -2.13 -0.55 4.48  -0.0310
C -1.67 -0.89 3.22  -0.1427
N -1.59 0.02 2.23  -0.0404
H 1.11 1.22 -3.57  0.1066
H -0.30 -3.39 -3.28  0.1297
H -1.38 -5.42 -2.21  0.1175
H -2.26 -5.19 0.12  0.1127
H -2.02 -3.03 1.27  0.1014
H -0.89 4.38 -0.34  0.1042
H -2.64 2.74 3.83  0.1300
H -2.84 1.06 5.71  0.1193
H -2.17 -1.31 5.25  0.1161
H -1.34 -1.89 2.99  0.0933
Te 1.57 -0.50 1.88  0.8412
C 3.19 -0.55 0.56  -1.0595
C 3.49 0.30 -0.46  -0.2552
C 4.69 -0.04 -1.15  -0.1981
C 5.28 -1.16 -0.64  -0.4377
S 4.39 -1.77 0.69  0.8955
H 2.87 1.16 -0.72  0.0902
H 5.09 0.51 -1.99  0.1003
H 6.19 -1.64 -0.96  0.0608

Record 4
The following is a quantum chemistry calculation of a structure of composition C43H25ClN9O8SeTa at a distorted geometry, from the Open Molecules 2025 dataset.

The gap between HOMO and LUMO comes out at 6.9068 eV. The calculation puts the largest force on an atom at 1.06 eV Å⁻¹. As for the highest occupied orbital energy: -14.21 eV. The total charge is +2. Its LUMO energy is -7.3 eV. The value obtained for the energy above the lowest of the compared OMol25 structures with the same formula, charge and spin is 3.4 kcal per mole.

Each line ends with the Löwdin charge.
CARTESIAN COORDINATES (ANGSTROEM)
Ta 0.85 0.17 -0.86  2.0118
O -0.76 -5.55 -3.40  0.1481
C -2.02 -5.36 -3.03  -0.4830
O -2.85 -6.22 -3.12  0.1417
C -2.42 -4.02 -2.47  -0.0319
C -3.74 -3.77 -2.17  0.0246
N -3.78 -2.53 -1.65  0.0309
N -2.59 -1.94 -1.57  0.1153
C -1.74 -2.84 -2.07  -0.1506
C -0.30 -2.53 -2.16  -0.4217
O 0.53 -3.24 -2.66  0.1652
O 0.07 -1.40 -1.53  -0.2292
H -0.21 -4.74 -3.29  0.0738
H -4.61 -4.39 -2.31  0.1532
H -4.60 -2.03 -1.35  0.1700
C 4.64 1.72 -2.58  -0.0331
C 5.59 0.95 -1.93  -0.0198
C 5.19 -0.12 -1.14  -0.0038
C 3.84 -0.38 -0.96  -0.1790
C 2.85 0.45 -1.53  -0.2032
C 3.29 1.46 -2.38  -0.0840
C 3.37 -1.60 -0.30  -0.1884
C 4.20 -2.73 -0.13  0.0388
C 3.66 -3.90 0.31  0.0570
C 2.28 -3.96 0.64  -0.1289
C 1.68 -5.16 1.08  0.0115
C 0.35 -5.19 1.40  -0.0304
C -0.41 -4.01 1.31  -0.0267
C 0.16 -2.84 0.89  -0.0628
C 1.51 -2.79 0.50  -0.2190
N 2.08 -1.62 0.03  0.0097
H 4.94 2.51 -3.26  0.1220
H 6.64 1.15 -2.07  0.1246
H 5.94 -0.74 -0.68  0.1181
H 2.58 2.05 -2.94  0.0850
H 5.23 -2.68 -0.42  0.1207
H 4.27 -4.79 0.41  0.1403
H 2.29 -6.05 1.16  0.1318
H -0.11 -6.11 1.73  0.1230
H -1.46 -4.03 1.58  0.1209
H -0.46 -1.95 0.83  0.0726
Se -0.25 5.88 4.57  1.2298
N -0.16 5.91 2.80  -0.1992
C 0.17 4.70 2.41  -0.3451
C 0.37 4.32 1.03  -0.0656
C 0.31 5.24 -0.02  0.0588
C 0.54 4.80 -1.30  0.0216
C 0.80 3.45 -1.51  -0.0851
N 0.87 2.56 -0.53  0.0258
C 0.65 2.98 0.73  -0.1434
C 0.76 1.99 1.78  -0.1376
N 0.99 0.70 1.40  0.0235
C 1.23 -0.19 2.38  -0.0859
C 1.23 0.12 3.73  0.0089
C 0.92 1.40 4.11  0.0542
C 0.67 2.35 3.12  -0.0785
C 0.34 3.73 3.45  -0.3577
N 0.16 4.16 4.68  -0.2032
H 0.09 6.28 0.20  0.1371
H 0.50 5.47 -2.15  0.1319
H 0.96 3.09 -2.51  0.1088
H 1.45 -1.20 2.09  0.0880
H 1.45 -0.66 4.44  0.1324
H 0.87 1.70 5.15  0.1400
O -3.61 2.05 -4.45  0.1666
C -4.04 2.21 -3.21  -0.4887
O -5.10 2.71 -2.95  0.1216
C -3.14 1.77 -2.09  -0.0163
C -3.51 1.76 -0.75  -0.5632
Cl -4.98 2.14 -0.02  0.8998
N -2.46 1.33 -0.01  -0.0407
N -1.42 1.04 -0.81  0.0544
C -1.81 1.31 -2.05  -0.1409
C -0.80 1.08 -3.11  -0.4677
O -1.06 1.07 -4.28  0.1762
O 0.43 0.89 -2.62  -0.2201
C -2.41 1.18 1.42  -0.2294
C -2.55 2.31 2.21  -0.0311
C -2.55 2.14 3.59  -0.0507
C -2.40 0.88 4.14  -0.0514
C -2.26 -0.24 3.33  -0.0489
C -2.28 -0.09 1.94  -0.0158
H -2.73 1.61 -4.52  0.0809
H -2.67 3.28 1.76  0.1282
H -2.68 3.00 4.24  0.1191
H -2.42 0.76 5.22  0.1231
H -2.18 -1.22 3.77  0.1194
H -2.26 -0.94 1.26  0.1013

Record 5
The following is a quantum chemistry calculation of a structure of composition C26H25F4N4O2Re, from the Open Molecules 2025 dataset.

The gap between HOMO and LUMO (alpha / beta) comes out at 6.5598 / 7.0036 eV. Its spin multiplicity is 2. The calculation puts the largest force on an atom at 0.78 eV Å⁻¹. As for the highest occupied orbital energy (alpha / beta): -10.42 / -10.61 eV. The total charge is +1. Its LUMO energy (alpha / beta) is -3.9 / -3.6 eV. The value obtained for the energy above the lowest of the compared OMol25 structures with the same formula, charge and spin is 14.1 kcal per mole.

Each line ends with the Löwdin charge.
CARTESIAN COORDINATES (ANGSTROEM)
Re -0.51 -0.07 0.14  1.7074
O -0.51 -1.30 -1.43  -0.2242
C -1.37 -1.46 -2.41  -0.3413
C -0.90 -1.83 -3.68  0.0025
C -1.79 -1.98 -4.72  -0.0416
C -3.17 -1.80 -4.54  -0.0651
C -3.64 -1.50 -3.29  -0.0235
C -2.76 -1.31 -2.22  -0.1731
C -3.24 -1.23 -0.87  -0.0692
N -2.53 -0.87 0.15  -0.0952
C -2.95 -1.46 1.43  -0.1563
C -1.73 -2.29 1.83  -0.1552
N -0.66 -1.29 1.90  -0.1186
C -0.22 -1.04 3.08  -0.0608
C 0.46 0.17 3.46  -0.1395
C 1.10 0.27 4.70  -0.0144
C 1.60 1.47 5.14  -0.0608
C 1.41 2.62 4.36  -0.0436
C 0.74 2.56 3.15  0.0097
C 0.27 1.33 2.68  -0.2839
O -0.36 1.29 1.51  -0.2586
H 0.16 -1.99 -3.82  0.1272
H -1.41 -2.25 -5.71  0.1169
H -3.85 -1.93 -5.37  0.1115
H -4.71 -1.41 -3.12  0.1229
H -4.23 -1.64 -0.69  0.1455
H -3.85 -2.06 1.32  0.1236
H -3.12 -0.68 2.18  0.1277
H -1.52 -3.03 1.05  0.1314
H -1.87 -2.80 2.78  0.1259
H -0.44 -1.74 3.87  0.1480
H 1.21 -0.63 5.30  0.1244
H 2.11 1.54 6.08  0.1127
H 1.78 3.57 4.71  0.1166
H 0.58 3.44 2.55  0.1187
C -2.24 1.98 -1.48  -0.0502
N -0.84 1.74 -1.11  -0.3529
C -0.31 3.00 -0.51  -0.0633
C -0.03 1.45 -2.31  -0.1741
C 1.35 1.00 -1.88  -0.1888
N 1.36 0.30 -0.57  -0.1338
C 2.63 -0.23 -0.25  -0.1075
C 2.81 -1.18 0.77  -0.1512
F 1.75 -1.70 1.40  0.0640
C 4.04 -1.66 1.18  -0.2153
F 4.05 -2.56 2.17  0.1043
C 5.21 -1.27 0.59  0.0862
C 5.08 -0.36 -0.44  -0.2157
F 6.17 0.07 -1.08  0.1110
C 3.86 0.13 -0.86  -0.1327
F 3.96 1.00 -1.88  0.0733
H -2.32 2.86 -2.13  0.1065
H -2.83 2.16 -0.58  0.1000
H -2.64 1.12 -2.01  0.0722
H -0.35 3.78 -1.27  0.1070
H 0.71 2.85 -0.17  0.0910
H -0.93 3.28 0.34  0.0901
H 0.05 2.35 -2.93  0.1380
H -0.55 0.69 -2.90  0.1010
H 2.01 1.86 -1.85  0.1157
H 1.73 0.33 -2.65  0.1329
H 6.17 -1.64 0.90  0.1448

Record 6
The following is a quantum chemistry calculation of the ion C3HN2O2 with charge -1 at a distorted geometry, from the Open Molecules 2025 dataset.

The gap between HOMO and LUMO comes out at 9.3805 eV. The calculation puts the largest force on an atom at 3.33 eV Å⁻¹. Its SMILES is [H]/N=C(/C#N)C(=O)[O-]. As for the highest occupied orbital energy: -5.05 eV. The total charge is -1. Its LUMO energy is 4.3 eV. The value obtained for the energy above the lowest of the compared OMol25 structures with the same formula, charge and spin is 27.8 kcal per mole.

Each line ends with the Löwdin charge.
CARTESIAN COORDINATES (ANGSTROEM)
H -2.10 -0.67 0.43  0.0550
N -1.16 -0.98 0.29  0.1350
C -0.20 -0.22 0.18  -0.2481
C 1.21 -1.13 -0.03  -0.1484
N 1.95 -1.92 -0.42  0.0575
C 0.02 1.27 -0.10  -0.6979
O -0.52 2.13 0.69  -0.0986
O 0.80 1.52 -1.05  -0.0545